# 1
This record from the Open Molecules 2025 dataset describes C28H33N7O8SV as an isolated structure. The level of theory is wB97M-V/def2-TZVPD.

Each line ends with the Mulliken spin population.
CARTESIAN COORDINATES (ANGSTROEM)
V  0.666495  0.661460  1.199767  2.75
O  0.521231  -1.311010  0.915215  -0.08
C  1.217430  -2.182548  0.297318  0.08
C  2.518174  -2.014064  -0.253894  0.02
C  3.233785  -3.120118  -0.780600  0.01
C  4.484874  -2.842463  -1.367059  0.00
C  4.985242  -1.526236  -1.476816  0.01
C  4.324937  -0.447788  -0.897868  0.00
C  3.065892  -0.643955  -0.240964  0.01
O  2.460574  0.370336  0.252414  0.01
N  5.333973  -3.890315  -1.774963  0.00
O  6.473739  -3.680519  -2.316144  0.00
O  4.888987  -5.045214  -1.578158  0.00
H  0.766605  -3.224960  0.253358  0.00
H  2.843195  -4.116168  -0.690936  0.00
H  5.927133  -1.377007  -2.017577  0.00
H  4.662304  0.583012  -0.956105  0.00
C  2.550505  -0.957085  4.893403  0.00
C  1.341523  -0.578042  4.090776  0.03
O  1.479811  0.184118  3.048908  -0.01
N  0.145687  -0.966897  4.542865  0.01
C  -1.067596  -1.001339  3.723593  0.02
C  -1.635491  0.346437  3.562658  0.02
C  -2.707807  0.701476  4.412337  -0.01
C  -3.344643  1.935584  4.255663  0.01
C  -2.788001  2.813477  3.310104  0.00
C  -1.731329  2.432644  2.501789  0.04
N  -1.147460  1.183784  2.621566  -0.01
H  3.296195  -1.381666  4.209989  0.00
H  2.262149  -1.729616  5.622762  0.00
H  2.977079  -0.075811  5.370707  0.00
H  0.168252  -1.664917  5.279459  0.00
H  -1.766345  -1.627144  4.293915  0.00
H  -0.824574  -1.407181  2.737707  0.00
H  -2.937836  0.000565  5.215160  0.00
H  -4.200703  2.182378  4.872327  0.00
H  -3.235177  3.770425  3.124715  0.00
H  -1.323180  3.091353  1.699316  -0.01
C  -2.698728  -0.186037  -1.752976  0.00
N  -3.875525  -0.599925  -2.555371  0.00
C  -3.969042  -2.051034  -2.510106  0.00
N  -4.069019  -2.519213  -1.116988  0.00
C  -2.897379  -2.094648  -0.354879  0.00
N  -2.750111  -0.624404  -0.358343  0.03
C  -3.931813  -0.025340  0.235836  0.00
N  -5.174502  -0.441394  -0.470949  0.00
C  -5.045546  -0.066205  -1.886256  0.00
C  -5.218746  -1.909384  -0.458559  0.00
H  -2.646090  0.917726  -1.769384  0.00
H  -1.812803  -0.651925  -2.229644  0.00
H  -3.079121  -2.487136  -2.986498  0.00
H  -4.854977  -2.411512  -3.047166  0.00
H  -1.973763  -2.510702  -0.802868  0.00
H  -2.966929  -2.448493  0.690220  0.00
H  -3.805524  1.066434  0.254864  0.00
H  -4.056473  -0.367567  1.271270  0.00
H  -5.018950  1.026604  -1.904454  0.00
H  -5.925464  -0.423168  -2.415513  0.00
H  -6.135950  -2.216243  -0.963355  0.00
H  -5.257220  -2.243007  0.598332  0.00
C  4.332369  2.570723  -4.904626  0.00
C  3.353792  2.691382  -3.771636  0.00
C  3.519034  3.648742  -2.782524  0.00
C  2.602921  3.811232  -1.723403  0.00
C  1.546518  2.945038  -1.664648  0.00
C  1.319087  2.007955  -2.648041  0.00
C  2.235906  1.893640  -3.674786  0.00
S  0.445940  2.900792  -0.249096  0.01
O  -0.423291  4.038849  -0.389876  0.00
O  1.212752  2.768037  1.062408  0.00
O  -0.274318  1.579515  -0.345663  0.03
H  4.928744  3.486923  -5.024026  0.00
H  3.818228  2.371001  -5.841949  0.00
H  5.002662  1.768170  -4.699090  0.00
H  4.356898  4.375579  -2.815239  0.00
H  2.761327  4.519723  -0.920932  0.00
H  0.467506  1.322235  -2.599275  0.00
H  2.071971  1.122053  -4.431516  0.00

Forces on the atoms, in the same order (eV/Å):
0.5 0.3 1.3
0.5 -2.5 -1.5
-1.4 -0.1 1.4
0.0 0.8 0.0
1.0 1.8 -0.2
-1.0 0.7 0.7
-0.2 1.5 0.5
0.2 -1.2 -0.6
-0.5 0.3 0.0
0.7 -1.1 -0.6
1.9 -2.8 -1.3
-3.1 -0.2 1.5
1.0 1.6 -0.4
0.5 1.0 0.0
0.0 -0.2 -0.1
-0.4 -0.1 0.3
0.2 -0.2 -0.1
-0.3 -0.6 -0.1
0.7 3.0 -3.0
0.0 -2.8 3.5
0.2 -1.1 0.2
0.7 -0.3 0.0
-1.2 2.0 0.0
0.5 0.4 -0.4
1.2 -0.5 -0.2
-0.6 -0.4 -0.1
0.9 -1.5 0.0
-0.9 0.7 -0.1
-0.2 0.2 0.2
0.4 0.4 0.0
-0.1 -0.1 0.0
0.1 0.4 -0.1
0.1 0.1 -0.5
-0.2 -0.2 0.1
-0.4 0.2 -0.3
0.1 0.2 -0.1
-0.1 0.3 0.1
-0.4 -0.6 0.9
0.4 0.0 -0.6
0.4 0.1 0.4
0.1 -0.2 0.4
0.2 -0.6 0.4
0.7 0.3 -0.2
0.0 -0.3 0.0
-0.6 -0.3 0.3
0.6 -0.1 -0.2
-0.5 0.8 0.2
-0.3 0.1 0.5
0.2 -0.5 -0.1
-0.2 0.5 0.2
-0.2 0.0 0.2
0.1 0.2 0.0
-0.4 0.1 0.2
-0.1 0.1 -0.4
-0.2 -0.2 -0.2
0.2 0.1 0.0
0.0 0.0 -0.3
-0.2 0.1 -0.1
0.0 -0.1 0.0
0.0 0.0 -0.5
-0.3 0.8 0.0
0.2 0.8 0.2
0.2 1.5 0.8
1.0 -0.3 -0.5
-0.8 -0.5 1.1
-0.1 -0.7 -0.3
-0.6 -1.0 -0.7
0.1 -0.6 0.8
0.2 0.0 0.4
-1.0 0.7 -1.9
-0.1 1.0 -0.9
-0.2 -0.3 0.1
0.0 -0.1 -0.1
0.6 -0.7 0.0
-0.5 -0.7 -0.1
0.1 0.1 -0.1
0.4 0.4 0.1
0.0 0.2 0.1

Results
**Multiplicity**: 4
**Frontier orbital gap (spin up / spin down)**: 6.19 / 7.86 eV
**Lowest unoccupied orbital energy (spin up / spin down)**: -0.52 / -0.53 eV
**Electronic energy**: -3414.1784 a.u.

# 2
This record from the Open Molecules 2025 dataset describes C28H33NO6SSr as an isolated structure. The level of theory is wB97M-V/def2-TZVPD.

Each line ends with the Mulliken charge.
CARTESIAN COORDINATES (ANGSTROEM)
Sr  -0.236842  0.012377  0.243276  2.24
O  -0.437456  -0.039656  -2.359276  -0.14
C  -1.419417  -1.006696  -2.773833  -0.67
C  -1.308283  -2.312023  -1.989381  -1.34
N  -1.384812  -2.091343  -0.543449  0.49
C  -2.746606  -2.096940  0.038731  -0.59
C  -2.925127  -1.083505  1.218305  0.13
O  -3.593417  -1.391431  2.186485  -0.72
O  -2.344592  0.046367  0.990265  -0.72
C  -0.445546  -2.962014  0.204999  -0.61
C  1.078399  -2.549848  0.071849  0.38
O  1.908030  -3.211681  0.666081  -0.77
O  1.313343  -1.499652  -0.661347  -0.68
H  0.398131  -0.532847  -2.243800  0.18
H  -1.296775  -1.211856  -3.840367  0.43
H  -2.396320  -0.545954  -2.619801  0.36
H  -0.344254  -2.765062  -2.222807  0.49
H  -2.091584  -3.006237  -2.320178  0.40
H  -3.037012  -3.093021  0.383604  0.31
H  -3.453429  -1.771318  -0.727979  0.42
H  -0.490221  -4.010032  -0.110962  0.37
H  -0.700029  -2.938632  1.266980  0.37
C  1.047219  3.042215  -3.969182  -1.83
C  1.366205  3.274783  -2.498619  0.67
C  2.428298  2.279190  -2.021893  -0.74
C  0.148611  3.214040  -1.593460  0.07
C  0.286636  3.560680  -0.249478  -0.24
C  -0.785864  3.506902  0.627148  -0.67
C  -2.048422  3.109787  0.193122  0.92
C  -3.214591  3.087810  1.139497  -1.77
C  -2.189589  2.773037  -1.148976  -0.74
C  -1.113719  2.826971  -2.029037  -0.32
H  1.949618  3.160936  -4.570737  0.45
H  0.301507  3.744750  -4.345157  0.41
H  0.669662  2.029576  -4.132217  0.27
H  1.787485  4.281280  -2.396975  0.42
H  2.041557  1.255462  -2.046384  0.08
H  2.753461  2.490132  -1.001029  -0.11
H  3.311238  2.306302  -2.664016  0.49
H  1.244702  3.917208  0.108291  0.54
H  -0.652782  3.817936  1.658700  0.45
H  -3.478917  4.101824  1.448323  0.44
H  -2.984616  2.502175  2.028852  0.30
H  -4.087433  2.632033  0.675246  0.35
H  -3.163456  2.470927  -1.516356  0.34
H  -1.275127  2.562185  -3.064481  0.29
O  1.061327  -0.388014  2.151764  -1.00
S  2.585138  -0.531229  1.902328  -0.02
C  3.281073  -0.803680  3.520779  0.60
C  4.524848  -1.405894  3.592805  -0.23
C  5.107666  -1.580722  4.841725  -0.69
C  4.433861  -1.175574  5.983604  -0.42
C  3.169536  -0.603446  5.889812  -0.81
C  2.579844  -0.413686  4.651295  -0.17
C  3.110976  1.184051  1.816702  0.62
C  4.363920  1.445107  1.277085  -0.31
C  4.830008  2.749916  1.256721  -0.68
C  4.044111  3.776222  1.769151  -0.37
C  2.789773  3.498464  2.291514  -1.01
C  2.308527  2.194935  2.312256  -0.12
H  5.025489  -1.746652  2.694593  0.45
H  6.079345  -2.049832  4.921058  0.40
H  4.888019  -1.318413  6.955392  0.39
H  2.640558  -0.308624  6.786627  0.40
H  1.589923  0.011377  4.551635  0.34
H  4.967372  0.640571  0.873560  0.43
H  5.803328  2.967617  0.836922  0.41
H  4.412173  4.793872  1.758431  0.42
H  2.177901  4.300843  2.685020  0.41
H  1.332022  1.965056  2.718142  0.56

Forces on the atoms, in the same order (eV/Å):
-0.1 2.2 -0.6
0.1 -0.5 -0.1
0.0 0.0 0.1
-0.2 0.2 0.1
0.2 -0.5 0.4
0.1 0.0 0.1
0.1 0.1 -0.5
-0.1 -0.2 0.0
-0.9 -0.3 0.5
0.5 0.2 -0.2
-0.4 0.4 -0.7
-0.1 -0.2 0.2
0.1 -0.8 0.2
-0.1 -0.1 -0.1
-0.1 0.0 0.0
0.0 0.1 0.0
0.0 0.0 0.1
0.0 0.0 -0.1
0.0 0.0 -0.1
0.0 -0.1 0.0
-0.2 0.0 0.0
0.0 0.0 0.0
0.0 0.0 -0.1
0.0 0.0 0.0
0.1 -0.1 0.0
0.0 0.0 0.0
0.0 0.0 0.0
0.0 0.0 0.1
-0.1 0.0 0.0
0.0 0.0 0.0
0.0 0.0 0.0
0.0 0.0 0.1
0.0 0.0 0.0
0.0 0.0 0.0
0.0 0.0 0.0
0.0 0.0 0.0
0.0 0.0 0.0
0.0 0.0 0.0
0.0 0.0 0.0
0.0 -0.1 0.0
0.0 -0.1 0.0
0.0 0.0 0.0
0.0 0.0 0.0
0.0 0.0 0.0
0.0 0.0 0.0
0.0 0.0 0.0
1.8 -0.4 0.3
-1.2 0.5 0.6
-0.1 -0.2 0.0
0.0 0.0 0.1
0.0 0.0 0.0
0.0 0.0 0.0
0.0 0.0 0.0
0.1 0.0 0.0
0.3 -0.1 -0.2
0.0 0.1 0.0
0.0 0.0 0.0
0.0 0.0 0.0
-0.1 0.0 0.0
0.1 0.1 0.0
0.0 0.0 0.0
0.0 0.0 0.0
0.0 0.0 0.0
0.0 0.0 0.0
0.0 0.0 0.0
0.0 0.0 0.0
0.0 0.0 0.0
0.0 0.0 0.0
0.0 0.0 0.0
0.0 0.0 0.0

Results
**Frontier orbital gap**: 8.65 eV
**Lowest unoccupied orbital energy**: 0.06 eV
**Electronic energy**: -2021.9876 a.u.

What did we get for energy above the lowest of the compared OMol25 structures with the same formula, charge and spin? Answer: 0.000 1.246 eV, in the order shown.